(1)
A cluster of 13 separate species, C36H84N10O15 in total in a non-equilibrium geometry, computed with wB97M-V/def2-TZVPD.

charge = 0
total energy = -84301.584 eV
E_HOMO = -9.10 eV

Atoms and positions in Å:
C  1.00  -2.86  -9.63
O  0.72  -1.58  -10.08
H  2.03  -3.12  -9.85
H  0.96  -2.72  -8.55
H  0.22  -3.58  -9.89
H  1.55  -1.19  -10.36
C  5.87  2.13  2.44
O  6.58  3.32  2.51
H  4.85  2.23  2.81
H  5.76  1.91  1.38
H  6.38  1.31  2.96
H  6.15  3.91  1.88
C  0.79  -0.77  -1.53
C  -0.45  -0.29  -0.71
C  -1.54  -1.39  -0.58
O  -1.62  -1.42  0.87
C  -0.75  -0.58  1.45
O  -0.66  -0.40  2.68
O  0.05  -0.05  0.57
H  1.76  -0.30  -1.35
H  0.66  -0.47  -2.57
H  0.85  -1.85  -1.65
H  -0.83  0.61  -1.21
H  -1.13  -2.33  -0.96
H  -2.49  -1.25  -1.09
C  5.93  0.20  10.24
O  6.57  0.84  11.12
N  4.65  -0.26  10.42
C  4.01  -0.95  9.35
C  3.84  0.04  11.65
H  6.41  -0.29  9.38
H  3.84  -1.98  9.64
H  4.59  -0.90  8.42
H  3.07  -0.44  9.13
H  3.61  -0.90  12.15
H  4.33  0.67  12.39
H  2.88  0.49  11.42
C  -2.31  -4.95  7.60
O  -2.25  -5.97  6.94
N  -1.94  -4.82  8.85
C  -2.23  -3.61  9.60
C  -1.39  -5.92  9.64
H  -2.59  -3.97  7.18
H  -1.25  -3.28  9.96
H  -2.68  -3.89  10.55
H  -2.77  -2.82  9.08
H  -2.15  -6.33  10.30
H  -0.85  -6.71  9.11
H  -0.65  -5.39  10.24
C  2.58  -6.45  1.27
O  1.50  -6.67  1.83
N  3.48  -5.63  1.85
C  4.70  -5.25  1.02
C  3.41  -5.01  3.19
H  2.82  -6.75  0.24
H  4.68  -5.84  0.11
H  5.62  -5.50  1.55
H  4.62  -4.20  0.74
H  3.37  -3.92  3.17
H  2.56  -5.28  3.82
H  4.31  -5.36  3.69
C  -3.18  5.70  8.64
O  -2.51  6.71  8.49
N  -2.74  4.44  8.66
C  -1.31  4.22  8.44
C  -3.58  3.27  8.88
H  -4.28  5.68  8.71
H  -1.28  3.50  7.63
H  -0.80  3.83  9.32
H  -0.76  5.10  8.10
H  -4.63  3.56  8.98
H  -3.44  2.48  8.14
H  -3.31  2.83  9.84
C  5.41  3.06  -9.13
O  4.65  2.19  -9.61
N  5.46  3.28  -7.83
C  6.29  4.43  -7.30
C  4.53  2.70  -6.82
H  6.07  3.73  -9.72
H  5.62  5.23  -6.99
H  7.09  4.81  -7.93
H  6.75  3.98  -6.41
H  4.68  3.14  -5.83
H  3.46  2.76  -6.98
H  4.64  1.62  -6.74
C  -5.54  -5.75  -5.90
O  -4.49  -5.98  -5.32
N  -5.75  -4.61  -6.63
C  -4.82  -3.49  -6.67
C  -6.93  -4.30  -7.44
H  -6.39  -6.41  -6.12
H  -5.35  -2.54  -6.61
H  -4.26  -3.46  -7.61
H  -4.12  -3.40  -5.84
H  -7.59  -3.55  -7.02
H  -6.75  -4.00  -8.48
H  -7.60  -5.15  -7.54
C  0.00  8.40  0.80
O  -0.74  9.28  1.32
N  0.20  7.12  1.20
C  1.07  6.27  0.43
C  -0.35  6.48  2.32
H  0.67  8.62  -0.04
H  1.53  6.73  -0.45
H  0.55  5.45  -0.07
H  1.93  5.88  0.97
H  -0.92  5.61  2.00
H  0.44  6.36  3.06
H  -1.10  7.12  2.78
C  1.46  -7.61  -6.39
O  2.31  -7.23  -5.59
N  1.69  -8.51  -7.33
C  0.68  -8.91  -8.24
C  3.04  -9.09  -7.48
H  0.47  -7.13  -6.40
H  -0.31  -8.58  -7.94
H  0.68  -9.97  -8.49
H  0.90  -8.38  -9.17
H  2.91  -10.16  -7.29
H  3.45  -9.06  -8.49
H  3.81  -8.74  -6.80
C  -6.80  5.55  2.51
O  -7.28  5.62  3.65
N  -6.91  4.45  1.75
C  -6.41  4.34  0.36
C  -7.62  3.24  2.19
H  -6.29  6.39  2.00
H  -6.30  3.36  -0.10
H  -5.58  4.97  0.02
H  -7.27  4.81  -0.12
H  -6.89  2.42  2.15
H  -8.15  3.18  3.14
H  -8.28  2.84  1.43
C  -1.58  4.10  -6.57
O  -2.40  3.70  -5.71
N  -1.24  5.38  -6.73
C  -0.33  5.80  -7.76
C  -1.82  6.47  -5.92
H  -1.17  3.42  -7.33
H  -0.83  6.26  -8.61
H  0.20  4.95  -8.17
H  0.34  6.55  -7.34
H  -2.81  6.67  -6.33
H  -1.91  6.27  -4.86
H  -1.31  7.42  -6.07

(2)
A structure of composition C36H84N12O12 in a non-equilibrium geometry, computed with wB97M-V/def2-TZVPD.

charge = 0
total energy = -81115.611 eV
E_HOMO = -8.65 eV

Atoms and positions in Å:
C  -4.19  -1.58  5.45
C  -2.94  -0.65  5.51
O  -2.64  -0.04  6.50
N  -2.21  -0.60  4.41
C  -0.96  0.15  4.33
H  -5.09  -1.08  5.79
H  -4.17  -2.38  6.19
H  -4.56  -1.87  4.46
H  -2.53  -1.05  3.57
H  -1.00  1.24  4.41
H  -0.47  -0.08  3.38
H  -0.15  -0.21  4.95
C  -0.68  0.82  -4.33
C  0.60  1.70  -4.51
O  0.76  2.44  -5.47
N  1.42  1.56  -3.53
C  2.64  2.27  -3.25
H  -0.48  0.15  -3.50
H  -0.81  0.17  -5.19
H  -1.57  1.39  -4.07
H  1.12  1.00  -2.75
H  2.66  2.63  -2.23
H  2.64  3.24  -3.76
H  3.51  1.61  -3.26
C  -3.81  0.55  1.00
C  -3.89  -0.79  1.77
O  -2.86  -1.14  2.38
N  -4.97  -1.59  1.62
C  -5.12  -2.80  2.37
H  -4.78  0.64  0.50
H  -2.94  0.78  0.38
H  -3.66  1.30  1.77
H  -5.73  -1.27  1.04
H  -4.33  -3.54  2.24
H  -6.08  -3.27  2.16
H  -5.18  -2.47  3.41
C  6.61  -0.85  -3.76
C  5.20  -1.33  -3.88
O  5.07  -2.52  -4.01
N  4.20  -0.45  -3.89
C  2.77  -0.71  -4.03
H  7.26  -1.70  -3.96
H  6.66  -0.48  -2.74
H  6.88  -0.04  -4.45
H  4.50  0.51  -3.80
H  2.55  -1.77  -4.18
H  2.31  -0.28  -4.91
H  2.31  -0.30  -3.13
C  4.41  4.73  1.81
C  3.94  4.38  0.44
O  4.30  5.04  -0.48
N  3.23  3.26  0.29
C  2.85  2.78  -1.05
H  5.31  4.14  2.00
H  3.65  4.54  2.56
H  4.60  5.76  2.09
H  2.63  2.95  1.05
H  3.71  2.86  -1.73
H  2.01  3.31  -1.50
H  2.48  1.76  -1.07
C  0.22  2.86  4.59
C  0.00  2.33  3.18
O  0.88  2.16  2.41
N  -1.25  2.24  2.77
C  -1.70  1.90  1.43
H  1.29  3.05  4.64
H  -0.03  2.07  5.31
H  -0.28  3.77  4.92
H  -1.97  2.44  3.44
H  -2.05  2.86  1.06
H  -2.60  1.28  1.45
H  -0.87  1.61  0.79
C  2.62  1.31  1.08
C  2.70  0.25  2.15
O  3.71  -0.51  2.18
N  1.70  0.20  3.04
C  1.66  -0.59  4.26
H  2.72  0.83  0.11
H  3.43  2.03  1.06
H  1.70  1.90  1.17
H  0.93  0.84  2.87
H  2.67  -0.95  4.48
H  0.91  -1.37  4.10
H  1.28  0.17  4.94
C  0.74  -5.11  4.77
C  0.10  -4.24  3.79
O  0.68  -3.64  2.89
N  -1.15  -3.88  4.11
C  -2.02  -2.92  3.51
H  1.32  -4.46  5.43
H  1.57  -5.56  4.21
H  -0.04  -5.80  5.07
H  -1.64  -4.31  4.88
H  -2.04  -2.88  2.42
H  -1.92  -1.90  3.89
H  -3.03  -3.25  3.75
C  -1.20  1.75  -1.48
C  -0.95  3.24  -1.50
O  0.12  3.52  -2.00
N  -1.83  4.12  -0.97
C  -1.56  5.52  -0.93
H  -1.10  1.41  -2.51
H  -2.23  1.45  -1.25
H  -0.51  1.18  -0.86
H  -2.70  3.72  -0.65
H  -2.44  6.04  -1.32
H  -0.80  5.71  -1.69
H  -1.33  5.87  0.07
C  -3.27  -1.40  -1.97
C  -2.43  -2.68  -2.39
O  -2.94  -3.68  -2.90
N  -1.22  -2.68  -1.96
C  -0.16  -3.70  -2.19
H  -3.73  -0.90  -2.82
H  -2.67  -0.61  -1.53
H  -4.07  -1.61  -1.26
H  -0.87  -1.74  -1.81
H  -0.17  -4.69  -1.73
H  0.78  -3.40  -1.73
H  -0.16  -3.59  -3.27
C  0.37  -1.31  -3.86
C  0.48  -2.20  -5.17
O  1.46  -2.96  -5.39
N  -0.55  -2.07  -5.99
C  -0.68  -2.81  -7.29
H  -0.65  -0.97  -3.69
H  1.03  -0.47  -4.05
H  0.79  -1.90  -3.05
H  -1.34  -1.51  -5.69
H  0.03  -3.63  -7.36
H  -0.53  -2.18  -8.16
H  -1.63  -3.25  -7.62
C  1.24  -0.25  -1.42
C  -0.05  -0.38  -0.66
O  -1.13  -0.28  -1.26
N  0.15  -0.59  0.62
C  -1.00  -0.69  1.57
H  2.10  -0.71  -0.94
H  1.58  0.78  -1.54
H  1.35  -0.61  -2.44
H  1.08  -0.39  0.96
H  -0.91  -1.49  2.30
H  -1.97  -0.81  1.07
H  -0.99  0.21  2.18

Question: Which of these has the lowest E_HOMO?
Answer: C36H84N10O15